No. 1
ORCA calculation (ωB97M-V/def2-TZVPD) on a structure of composition C4H5N2 at a distorted geometry.

Calculated values
- Highest occupied orbital energy: -15.31 eV
- Relative energy (zero: lowest compared OMol25 entry of this formula, charge and spin): 6.191 eV
- 2S+1: 1
- Net charge: +1

Element x y z (Å)
C -1.81 0.35 -0.04
C 1.51 -0.58 -0.17
C -0.50 0.54 -0.66
C 0.06 -0.73 -0.35
N -1.00 -0.77 0.40
N 1.30 0.84 0.10
H -2.12 1.02 0.77
H -2.64 0.11 -0.71
H 1.92 -1.17 0.66
H 2.10 -0.72 -1.08
H 1.17 1.09 1.08

Atom charges from the natural (NBO) analysis, given in e for atoms 1 to 2: -0.296, -0.303

=====

No. 2
ORCA calculation (ωB97M-V/def2-TZVPD) on the ion C4H5N2 with charge +1 at a distorted geometry.

Calculated values
- Highest occupied orbital energy: -16.74 eV
- Relative energy (zero: lowest compared OMol25 entry of this formula, charge and spin): 3.190 eV
- 2S+1: 1
- SMILES: CC1=[N+](C#N)C1
- Net charge: +1

Element x y z (Å)
C -1.01 0.31 0.59
C 0.42 0.07 0.30
N 1.65 -0.09 0.60
C 2.69 -0.40 1.33
N 3.67 -0.94 1.54
C 1.34 -0.44 -0.73
H -1.53 -0.10 -0.16
H -1.16 1.43 0.52
H -1.17 -0.04 1.53
H 1.18 -1.51 -0.97
H 1.69 0.33 -1.42

Atom charges from the natural (NBO) analysis, given in e for atoms 1 to 2: -0.668, 0.580

=====

No. 3
ORCA calculation (ωB97M-V/def2-TZVPD) on the ion C4H5N2 with charge +1 at a distorted geometry.

Calculated values
- Highest occupied orbital energy: -14.13 eV
- Relative energy (zero: lowest compared OMol25 entry of this formula, charge and spin): 3.002 eV
- 2S+1: 1
- SMILES: [NH2+]=C=C[C@H]1C=N1
- Net charge: +1

Element x y z (Å)
N 0.57 1.68 1.06
C -0.10 0.62 1.14
C -0.84 -0.39 0.74
C -0.66 -0.71 -0.80
C 0.64 -1.29 -1.40
N -0.18 -2.16 -1.17
H 1.56 1.70 1.40
H 0.19 2.59 0.76
H -1.47 -1.03 1.41
H -1.29 -0.20 -1.46
H 1.61 -0.80 -1.67

Atom charges from the natural (NBO) analysis, given in e for atoms 1 to 2: -0.655, 0.472

=====

No. 4
ORCA calculation (ωB97M-V/def2-TZVPD) on the ion C4H5N2O with charge +1 at a distorted geometry.

Calculated values
- Highest occupied orbital energy: -15.27 eV
- Relative energy (zero: lowest compared OMol25 entry of this formula, charge and spin): 2.021 eV
- 2S+1: 1
- Net charge: +1

Element x y z (Å)
C 2.15 0.83 -1.28
C -0.69 -0.93 -1.51
C 0.62 0.69 0.79
C -0.37 -0.34 0.85
N 1.53 0.65 -0.31
N -1.15 -0.36 -0.48
O -0.10 -1.40 -2.32
H 0.13 1.77 0.58
H 1.23 0.82 1.70
H -0.03 -1.46 0.82
H -1.17 -0.36 1.60
H -2.14 0.08 -0.44

Atom charges from the natural (NBO) analysis, given in e for atoms 1 to 2: 0.377, 1.007

=====

No. 5
ORCA calculation (ωB97M-V/def2-TZVPD) on an isolated molecule of C4H5N2O3P at a distorted geometry.

Calculated values
- Highest occupied orbital energy (spin up / spin down): -9.48 / -9.49 eV
- Relative energy (zero: lowest compared OMol25 entry of this formula, charge and spin): 5.561 eV
- 2S+1: 1
- Net charge: 0

Element x y z (Å)
C 0.13 -0.59 -0.36
C 1.38 -1.21 0.07
C 1.52 0.52 1.86
C 0.08 0.43 2.02
N 2.11 -0.51 1.02
N -2.72 0.48 -2.81
O 1.83 -2.14 -0.58
O 2.23 1.29 2.48
O -2.04 0.22 -1.60
P -0.57 -0.52 -1.86
H -0.44 1.20 2.37
H -0.29 -0.60 2.05
H 3.07 -0.45 0.93
H -2.61 1.42 -2.94
H -3.68 0.47 -2.64

Atom charges from the natural (NBO) analysis, given in e for atoms 1 to 2: -0.586, 0.563

=====

No. 6
ORCA calculation (ωB97M-V/def2-TZVPD) on the ion C4H5N2O5 with charge -1 at a distorted geometry.

Calculated values
- Highest occupied orbital energy: -4.25 eV
- Relative energy (zero: lowest compared OMol25 entry of this formula, charge and spin): 6.841 eV
- 2S+1: 1
- SMILES: CO/C([O-])=C/C(=O)ONN=O
- Net charge: -1

Element x y z (Å)
C -1.60 -0.27 -0.05
O -0.67 0.79 -0.13
C 0.66 0.48 0.06
O 1.06 -0.69 0.37
C 1.51 1.51 -0.21
C 2.90 1.77 -0.03
O 3.45 2.83 -0.23
O 3.66 0.76 0.50
N 3.55 -0.57 0.01
N 4.77 -1.34 -0.05
O 4.56 -2.58 -0.06
H -2.08 -0.44 -1.00
H -2.55 0.04 0.69
H -0.96 -1.06 0.27
H 0.94 2.48 -0.34
H 2.63 -1.03 0.17

Atom charges from the natural (NBO) analysis, given in e for atoms 1 to 2: -0.253, -0.535

=====

No. 7
ORCA calculation (ωB97M-V/def2-TZVPD) on an isolated molecule of C4H5N2P at a distorted geometry.

Calculated values
- Highest occupied orbital energy: -8.25 eV
- Relative energy (zero: lowest compared OMol25 entry of this formula, charge and spin): 3.267 eV
- 2S+1: 1
- SMILES: C1=CN2P[C@H]2C=N1
- Net charge: 0

Element x y z (Å)
C 0.81 0.51 -1.02
C 0.25 1.10 0.10
N -0.81 0.53 0.81
P -1.96 -0.18 -0.33
C -0.76 -0.98 0.69
C 0.13 -1.62 -0.26
N 0.66 -0.86 -1.10
H 1.60 0.89 -1.63
H 0.78 1.93 0.54
H -2.83 -0.67 0.56
H -1.46 -1.31 1.50
H 0.32 -2.64 -0.39

Atom charges from the natural (NBO) analysis, given in e for atoms 1 to 2: -0.090, -0.032

=====

No. 8
ORCA calculation (ωB97M-V/def2-TZVPD) on an isolated molecule of C4H5N3 at a distorted geometry.

Calculated values
- Highest occupied orbital energy: -8.83 eV
- Relative energy (zero: lowest compared OMol25 entry of this formula, charge and spin): 3.259 eV
- 2S+1: 1
- SMILES: Cc1cncnn1
- Net charge: 0

Element x y z (Å)
C 1.97 -0.06 -0.01
C 0.48 -0.13 -0.12
C -0.54 1.00 -0.19
N -1.85 0.89 -0.12
C -2.17 -0.32 0.05
N -1.34 -1.40 -0.14
N -0.10 -1.30 -0.23
H 2.26 0.72 0.82
H 2.05 -1.12 0.51
H 2.58 0.24 -0.85
H -0.22 2.00 -0.22
H -3.12 -0.54 0.48

Atom charges from the natural (NBO) analysis, given in e for atoms 1 to 2: -0.667, 0.141

=====

No. 9
ORCA calculation (ωB97M-V/def2-TZVPD) on a cluster of 2 separate species, C4H5N3 in total at a distorted geometry.

Calculated values
- Highest occupied orbital energy: -10.97 eV
- Relative energy (zero: lowest compared OMol25 entry of this formula, charge and spin): 3.072 eV
- 2S+1: 1
- Net charge: 0

Element x y z (Å)
C 0.57 -1.36 -0.26
N 0.31 0.04 -0.16
C 0.01 0.66 0.90
C -1.70 2.09 -2.27
N -0.74 1.48 -2.00
C -0.02 0.05 2.22
N -0.02 -0.45 3.26
H 0.68 -1.85 0.71
H 1.46 -1.47 -0.87
H -0.26 -1.80 -0.81
H -0.03 0.89 -1.54
H -0.25 1.72 0.81

Atom charges from the natural (NBO) analysis, given in e for atoms 1 to 2: -0.453, -0.358

=====

No. 10
ORCA calculation (ωB97M-V/def2-TZVPD) on a cluster of 2 separate species, C4H5N3 in total at a distorted geometry.

Calculated values
- Highest occupied orbital energy: -9.36 eV
- Relative energy (zero: lowest compared OMol25 entry of this formula, charge and spin): 3.157 eV
- 2S+1: 1
- SMILES: N#CC=C=N.C=N
- Net charge: 0

Element x y z (Å)
N 0.55 1.52 -2.41
C -0.18 0.93 -1.74
C -1.06 0.20 -0.87
C -1.84 -0.81 -1.25
N -2.59 -1.72 -1.55
H -0.85 0.37 0.20
H -2.25 -2.68 -1.53
C 1.65 0.26 2.15
N 0.85 0.73 1.30
H 2.74 0.42 2.18
H 1.21 -0.38 2.91
H 1.32 1.27 0.58

Atom charges from the natural (NBO) analysis, given in e for atoms 1 to 2: -0.342, 0.281

=====

No. 11
ORCA calculation (ωB97M-V/def2-TZVPD) on an isolated molecule of C4H5N3 at a distorted geometry.

Calculated values
- Highest occupied orbital energy: -9.48 eV
- Relative energy (zero: lowest compared OMol25 entry of this formula, charge and spin): 1.045 eV
- 2S+1: 1
- SMILES: Nc1ncccn1
- Net charge: 0

Element x y z (Å)
N -0.75 -1.19 2.02
C -0.24 -0.47 0.84
N 0.79 0.34 1.00
C 1.24 0.91 -0.30
C 0.63 0.72 -1.54
C -0.52 -0.10 -1.47
N -0.91 -0.68 -0.35
H -1.75 -1.03 2.03
H -0.44 -0.90 2.96
H 2.14 1.54 -0.30
H 0.94 1.14 -2.53
H -1.15 -0.28 -2.36

Atom charges from the natural (NBO) analysis, given in e for atoms 1 to 2: -0.816, 0.546

=====

No. 12
ORCA calculation (ωB97M-V/def2-TZVPD) on a structure of composition C4H5N3 at a distorted geometry.

Calculated values
- Highest occupied orbital energy: -9.21 eV
- Relative energy (zero: lowest compared OMol25 entry of this formula, charge and spin): 4.538 eV
- 2S+1: 1
- Net charge: 0

Element x y z (Å)
C 0.62 -0.45 1.42
N 0.67 0.39 0.22
C -0.59 0.33 -0.67
C -0.48 1.17 -1.82
N -0.41 1.90 -2.71
C -1.21 -0.95 -0.78
N -1.68 -2.00 -0.81
H -0.15 -0.05 2.09
H 1.59 -0.38 1.92
H 0.39 -1.49 1.19
H 1.54 0.37 -0.30
H -0.25 1.18 0.28

Atom charges from the natural (NBO) analysis, given in e for atoms 1 to 2: -0.424, -0.601